Record 1
{
  "formula": "C2H4Br2N",
  "method": "ωB97M-V/def2-TZVPD",
  "species": ["N", "Br", "H", "H", "C", "Br", "C", "H", "H"],
  "positions_angstrom": [[-0.930, -0.551, -0.210], [2.701, 1.495, 0.626], [-1.815, 1.312, -0.219], [-2.785, 0.131, 0.530], [1.951, 0.065, -0.187], [2.417, -1.651, 0.211], [-1.856, 0.237, 0.033], [1.321, 0.448, -0.942], [-1.003, -1.486, 0.157]],
  "homo_lumo_gap_ev": [6.722, 6.722],
  "e_above_lowest_kj_mol": 213.7,
  "max_force_ev_per_a": 2.52,
  "total_charge": 1
}

Record 2
{
  "formula": "C2H4Br2N2O",
  "method": "ωB97M-V/def2-TZVPD",
  "species": ["H", "H", "Br", "Br", "C", "C", "O", "H", "H", "N", "N"],
  "positions_angstrom": [[0.453, -2.148, 1.417], [0.296, 0.660, 0.967], [1.676, 2.014, -1.954], [-1.101, 2.453, -0.366], [-0.082, -0.659, -0.371], [-0.114, 1.269, -1.494], [-0.366, -1.640, -0.958], [-0.654, -1.156, 2.303], [-0.578, 0.895, -2.328], [0.230, -0.354, 0.831], [0.240, -1.333, 1.952]],
  "homo_lumo_gap_ev": 8.987,
  "e_above_lowest_kj_mol": 256.4,
  "max_force_ev_per_a": 4.72,
  "total_charge": 0
}

Record 3
{
  "formula": "C2H4BrCl",
  "method": "ωB97M-V/def2-TZVPD",
  "species": ["H", "H", "H", "Br", "Cl", "C", "H", "C"],
  "positions_angstrom": [[-0.041, -1.752, -0.653], [-0.991, -0.979, 0.658], [1.180, 2.303, 1.137], [1.332, 1.399, 2.321], [-1.444, 1.562, -0.592], [-0.809, 0.065, -1.087], [-0.352, -0.046, -2.078], [-0.533, -0.963, -0.323]],
  "homo_lumo_gap_ev": 10.494,
  "e_above_lowest_kj_mol": 135.1,
  "max_force_ev_per_a": 5.35,
  "total_charge": 0
}

Record 4
{
  "formula": "C2H4BrFO",
  "method": "ωB97M-V/def2-TZVPD",
  "species": ["C", "H", "C", "O", "F", "H", "H", "H", "Br"],
  "positions_angstrom": [[0.058, 0.469, -0.652], [-0.939, -1.600, -0.194], [-0.491, -0.843, 0.463], [1.147, 1.253, -0.250], [-1.428, -0.462, 1.361], [0.507, -0.143, -1.419], [0.772, 1.991, 0.222], [-0.816, 1.003, -0.760], [1.190, -1.667, 1.228]],
  "homo_lumo_gap_ev": 10.653,
  "e_above_lowest_kj_mol": 162.5,
  "max_force_ev_per_a": 5.11,
  "total_charge": 0
}

Record 5
{
  "formula": "C2H4BrFO",
  "method": "ωB97M-V/def2-TZVPD",
  "species": ["C", "O", "H", "H", "Br", "H", "F", "H", "C"],
  "positions_angstrom": [[-1.332, -0.272, 0.116], [-0.929, -1.342, -0.400], [-1.507, 0.676, -0.616], [-0.546, -1.194, -1.257], [2.178, -0.878, 0.000], [1.772, 1.149, 1.223], [1.070, 1.517, -0.558], [-1.938, -0.256, 1.018], [1.231, 0.599, 0.474]],
  "homo_lumo_gap_ev": [7.296, 8.924],
  "e_above_lowest_kj_mol": 455.8,
  "max_force_ev_per_a": 6.76,
  "total_charge": 0
}

Record 6
{
  "formula": "C2H4BrFO",
  "method": "ωB97M-V/def2-TZVPD",
  "species": ["H", "F", "Br", "H", "H", "O", "C", "C", "H"],
  "positions_angstrom": [[1.101, -1.157, -1.682], [-0.639, -2.047, 0.430], [4.227, 0.168, 0.085], [4.944, 0.459, 1.310], [-0.110, 0.239, -1.964], [-1.945, -0.327, -0.436], [0.148, -0.626, -1.390], [-0.760, -1.007, -0.512], [-2.445, -0.716, 0.238]],
  "homo_lumo_gap_ev": 10.105,
  "e_above_lowest_kj_mol": 128.3,
  "max_force_ev_per_a": 2.57,
  "total_charge": 0
}

Record 7
{
  "formula": "C2H4BrFO2S",
  "method": "ωB97M-V/def2-TZVPD",
  "species": ["O", "O", "F", "H", "H", "C", "H", "Br", "C", "S", "H"],
  "positions_angstrom": [[-1.202, -2.422, -0.910], [1.026, -0.825, -0.351], [-2.858, -0.436, 1.041], [-0.880, 0.130, 1.468], [-1.279, -1.579, 1.549], [2.349, -0.237, -0.568], [3.094, -0.856, -0.173], [2.351, 1.399, 0.435], [-1.505, -0.606, 1.048], [-1.067, -1.001, -0.775], [2.645, 0.093, -1.549]],
  "homo_lumo_gap_ev": [8.055, 8.057],
  "e_above_lowest_kj_mol": 178.7,
  "max_force_ev_per_a": 4.03,
  "total_charge": 0
}

Record 8
{
  "formula": "C2H4BrI",
  "method": "ωB97M-V/def2-TZVPD",
  "species": ["H", "I", "H", "Br", "H", "C", "H", "C"],
  "positions_angstrom": [[-1.362, -1.648, 0.789], [-3.569, -0.454, -0.249], [1.086, 0.011, 0.453], [-1.069, -2.297, -1.601], [-0.134, 1.329, 0.058], [-1.634, -1.212, -0.160], [0.650, 0.389, -1.313], [0.468, 0.501, -0.266]],
  "homo_lumo_gap_ev": [8.097, 8.351],
  "e_above_lowest_kj_mol": 378.0,
  "max_force_ev_per_a": 1.21,
  "total_charge": 0
}

Record 9
{
  "formula": "C2H4BrN",
  "method": "ωB97M-V/def2-TZVPD",
  "species": ["H", "H", "H", "C", "H", "N", "C", "Br"],
  "positions_angstrom": [[-0.525, -0.911, -0.163], [-1.303, -1.963, 1.296], [-2.324, -0.694, 0.137], [0.821, 1.757, -0.487], [0.911, 2.597, 0.110], [0.360, 0.965, -1.165], [-1.405, -1.290, 0.360], [3.465, -0.461, -0.087]],
  "homo_lumo_gap_ev": [11.794, 5.052],
  "e_above_lowest_kj_mol": 390.0,
  "max_force_ev_per_a": 2.35,
  "total_charge": 0
}

Record 10
{
  "formula": "C2H4BrN3",
  "method": "ωB97M-V/def2-TZVPD",
  "species": ["N", "C", "N", "Br", "H", "N", "C", "H", "H", "H"],
  "positions_angstrom": [[-1.440, 0.717, -0.237], [-2.122, 1.435, 0.545], [-0.817, 0.127, -0.996], [2.125, 0.174, 1.374], [0.890, -0.765, -0.971], [2.275, -1.402, 0.418], [1.673, -1.528, -0.666], [-2.395, 2.375, 0.152], [-2.323, 1.307, 1.514], [2.133, -2.439, -1.133]],
  "homo_lumo_gap_ev": 9.434,
  "e_above_lowest_kj_mol": 139.8,
  "max_force_ev_per_a": 3.70,
  "total_charge": 0
}